# 1
This record from OMol25 describes a structure of composition C4H6HgMgO2. The level of theory is ωB97M-V with the def2-TZVPD basis set.

Geometry (Å):
O (1.16526, -2.61412, 0.41201)
C (0.82639, -2.50642, -0.90605)
C (-0.51978, -2.47509, -1.20816)
Mg (2.57765, 0.41954, 0.30521)
Hg (-0.23179, -0.04650, 2.67161)
H (-1.27991, -2.56287, -0.40706)
H (-0.86981, -2.38037, -2.23884)
C (-0.11148, 1.99286, 0.64250)
C (-0.86306, 1.06199, 0.01792)
O (1.21448, 2.22562, 0.36747)
H (-0.54638, 2.80854, 1.22356)
H (-0.74223, 0.11287, -0.49655)
H (-1.94173, 1.23113, 0.06494)
H (1.32240, 2.73284, -0.44857)

Atoms 1-2, force components in eV/Å:
0.34 1.09 -4.28
-1.44 -0.06 5.22

E_HOMO (spin up / spin down): -7.06 / -6.48 eV
⟨S²⟩: 2.023
2S+1: 3
Gap between HOMO and LUMO (spin up / spin down): 6.5589 / 3.9940 eV


# 2
This record from OMol25 describes a structure of composition C4H6HgO2. The level of theory is ωB97M-V with the def2-TZVPD basis set.

Geometry (Å):
H (1.26872, -0.46518, 1.65314)
O (2.23773, 1.17570, -0.17002)
C (1.42482, 0.11020, -0.45149)
C (0.97352, -0.71082, 0.63390)
H (2.12096, 1.86475, -0.83141)
H (1.51937, -0.31909, -1.45305)
H (0.37435, -1.67894, 0.20264)
C (-0.19509, 0.05014, 0.04808)
C (-1.45494, -0.51651, -0.40211)
O (-2.53901, -0.27732, 0.11898)
Hg (-3.99574, 1.08749, 1.35698)
H (-0.36374, 1.09281, 0.34281)
H (-1.37095, -1.41321, -1.04844)

Atoms 1-2, force components in eV/Å:
-0.19 -0.76 -0.13
-1.19 -0.26 0.34

Energy above the lowest of the compared OMol25 structures with the same formula, charge and spin: 125.3 kJ/mol
E_HOMO (spin up / spin down): -13.15 / -13.13 eV
⟨S²⟩: 0.753
2S+1: 2
Gap between HOMO and LUMO (spin up / spin down): 9.1615 / 5.1827 eV
Net charge: +1


# 3
This record from OMol25 describes the molecule C4H6IN. The level of theory is ωB97M-V with the def2-TZVPD basis set.

Geometry (Å):
I (3.56869, -0.62888, -0.06415)
N (1.80081, 0.22557, 0.77640)
C (0.88148, 0.80421, -0.22450)
C (-0.44262, 0.03686, -0.42265)
C (-1.25482, -0.89934, -0.82547)
C (-1.70724, -0.18865, 0.35995)
H (1.29980, -0.55290, 1.31170)
H (0.49631, 1.69107, 0.34622)
H (1.34619, 1.07794, -1.17423)
H (-1.65043, -1.51061, -1.69074)
H (-2.43977, 0.64736, 0.30089)
H (-1.89839, -0.70263, 1.30656)

Atoms 1-2, force components in eV/Å:
-1.16 0.26 0.43
0.12 -1.70 0.20

Energy above the lowest of the compared OMol25 structures with the same formula, charge and spin: 320.0 kJ/mol
E_HOMO: -8.94 eV
2S+1: 1
SMILES string: INCC1=CC1
Gap between HOMO and LUMO: 8.5269 eV


# 4
This record from OMol25 describes a cluster of 2 separate species, C4H6IN3 in total. The level of theory is ωB97M-V with the def2-TZVPD basis set.

Geometry (Å):
C (-0.72055, -1.66343, 0.09400)
C (-1.75488, -1.05398, -0.68065)
C (0.10545, -0.62385, 0.29874)
C (0.04340, 1.81484, -0.12661)
N (-1.51589, 0.20051, -0.84337)
N (-0.32524, 0.48739, -0.27955)
N (1.82044, -0.32821, 1.27534)
I (3.10680, 0.04605, -0.27013)
H (-0.62275, -2.78323, 0.13874)
H (-2.66584, -1.48915, -1.12958)
H (-0.28599, 2.30203, -1.00220)
H (-0.45191, 2.35860, 0.76882)
H (1.17975, 1.98164, 0.01562)
H (2.08722, -1.24922, 1.74083)

Atoms 1-2, force components in eV/Å:
-0.81 -2.64 -0.95
-0.24 -1.25 0.30

Energy above the lowest of the compared OMol25 structures with the same formula, charge and spin: 261.7 kJ/mol
E_HOMO: -9.17 eV
2S+1: 1
Gap between HOMO and LUMO: 8.7632 eV


The calculation returns the following energy values, one per record and in order: -17953.102, -12503.624, -13831.842, -16812.040 eV.
The calculation returns the following F_max values, one per record and in order: 5.42, 4.94, 2.95, 5.99 eV/Å.